No. 1
This record from OMol25 describes a molecular structure, C23H19Cl5N4NiO4S. The level of theory is the ωB97M-V functional and the def2-TZVPD basis.

Each line ends with the Mulliken spin population.
Positions of all 57 atoms, in Å:
C 0.493400 7.067700 0.976200  0.001
H 2.302200 3.741000 -1.145700  0.000
H 3.225900 -0.169200 3.996600  0.000
O 1.987100 0.114900 0.243400  0.042
O -1.298100 -1.605600 -0.064200  0.057
C -0.135800 3.021100 -0.451700  0.005
H 2.787300 2.277300 -0.279900  0.003
C -1.612100 -2.070700 -1.195900  0.013
S -1.468700 2.122600 0.055400  0.058
C -2.262000 -3.140900 -3.759200  0.001
C 0.368200 4.881800 -2.091200  0.000
N 0.967600 3.079800 0.297700  0.014
H 5.628000 -0.132700 4.602400  0.000
C 3.988200 -0.146000 3.234200  -0.001
Cl -2.929500 -4.039800 0.077500  0.000
C -1.177800 -1.474200 -2.416900  -0.009
H 2.993800 8.440600 -0.837600  0.000
H 4.129600 4.275300 0.348400  0.000
Cl -2.636100 -3.795600 -5.296000  0.000
C -1.486900 -1.984500 -3.661800  -0.005
H 2.340100 6.607600 -2.369600  0.000
C 3.627000 -0.118100 1.889100  -0.002
C -2.408400 -3.246700 -1.346600  0.005
O 0.179900 0.181800 2.052900  0.071
N 1.381800 0.000700 2.423800  0.002
C 0.132900 6.036800 0.126200  0.001
C 3.367700 3.397900 2.145000  0.000
Cl -3.653100 -5.195000 -2.724200  0.000
C -2.714900 -3.765100 -2.593100  0.000
Cl -0.911800 -1.208800 -5.083500  0.001
H -0.692200 5.390700 0.384700  -0.002
H 7.342300 -0.017900 2.844700  0.000
C 2.329900 3.266900 -0.166300  -0.005
H 4.285500 -0.114100 -0.144000  0.001
N -0.232700 3.703100 -1.632700  0.006
C 5.329400 -0.121500 3.565200  0.000
C 4.592900 -0.113400 0.889500  0.000
Cl -0.213100 -0.072800 -2.237000  0.047
H -0.884300 3.305500 -2.301600  -0.001
H 6.686300 -0.077800 0.471900  0.000
O 0.423300 5.088000 -3.278700  0.002
C 3.157600 4.098500 0.808300  0.002
H 2.426900 3.230200 2.662900  0.000
H 3.862100 2.441000 1.998700  0.000
C 6.298400 -0.073300 2.573900  -0.001
C 1.520500 7.932400 0.632300  0.000
H 3.996300 4.004500 2.790500  0.000
H 0.878300 2.577600 1.176000  0.001
C 1.839400 6.741700 -1.422900  0.000
H -0.036400 7.205100 1.906400  0.000
Ni -0.149600 0.062700 0.055700  1.690
C 0.809400 5.866700 -1.079100  -0.002
C 5.929900 -0.090000 1.239600  0.000
H 1.784700 8.746800 1.291300  0.000
C 2.197600 7.764400 -0.565900  0.000
H 2.678000 5.063900 0.963200  0.000
N 2.272500 -0.025200 1.516500  0.001

Forces on atoms 1 to 2 (eV/Å):
C 0.0 0.0 0.1
H 0.1 -0.1 0.0

The calculation puts the energy above the lowest of the compared OMol25 structures with the same formula, charge and spin at 52.0 kJ/mol. The value obtained for the LUMO energy (spin up / spin down) is -0.73 / -0.93 eV. Its charge is 0. For the HOMO energy (spin up / spin down), the calculation gives -7.80 / -7.78 eV. Its spin multiplicity is 3.



No. 2
This record from OMol25 describes 14 unconnected molecules or ions with the total composition C28H42F7N7O35. The level of theory is the ωB97M-V functional and the def2-TZVPD basis.

Each line ends with the Löwdin charge.
Positions of all 119 atoms, in Å:
O -0.873966 1.216488 2.101501  0.085
H -2.934075 3.950352 3.538198  0.096
C -1.181382 -6.120266 2.040911  -0.270
O -2.714070 0.550522 -3.733224  0.144
H -0.933541 5.554300 -1.535468  0.094
C 3.670082 2.636339 0.792666  0.047
H -1.159000 -6.007342 3.124820  0.172
N -2.421757 5.798743 2.728730  -0.418
H 2.717790 -2.398298 0.237247  0.134
O 0.264308 -2.239394 2.422052  0.063
O -4.846717 0.948612 -3.408237  0.158
C 2.794255 -2.770380 -4.816434  -0.059
F -0.986063 -7.427710 1.755317  0.072
C 5.795412 -0.320525 -2.389205  -0.311
O -5.575406 3.290325 0.960322  0.117
N 0.438834 4.982738 -0.010699  -0.447
H 4.078100 2.640091 -0.218078  0.094
O 5.418987 -1.540882 -2.969166  0.138
C -0.617804 -4.825136 0.247550  -0.472
O 4.323378 -1.209075 3.965741  0.094
H 2.844523 -1.101596 -3.475385  0.151
H 2.526075 -3.701185 1.482548  0.140
H -6.140081 0.174451 -6.279921  0.155
O -3.977220 4.517606 0.177371  0.063
H -1.575294 -4.147608 -3.235264  0.104
C -4.469828 2.381160 0.668992  -0.294
N 4.851721 2.339522 1.652352  -0.389
H -3.295572 1.522712 4.975273  0.105
O 0.880484 0.527796 0.711483  0.136
C -2.442656 0.849112 4.892173  0.033
O 3.290502 -4.689410 -1.994970  0.195
O -1.863200 6.293741 1.761601  0.052
C -2.463747 -5.638867 1.302269  -0.029
H 3.287433 3.634690 1.004715  0.085
H 4.776748 -4.196375 1.006657  0.178
O -3.102223 0.468907 7.069667  0.058
O 2.110587 -2.880074 -2.594144  0.098
O -2.926040 -2.388215 -1.473493  0.014
H 0.570563 -1.160290 -0.659323  0.168
C 6.259354 -1.871962 -3.932298  -0.523
F 1.003054 -1.488123 -4.059861  0.061
O 6.417736 -2.953283 -4.441832  0.180
N -2.657513 -0.052903 6.031366  -0.393
H -4.799180 1.409378 0.301193  0.169
H 2.214765 0.829853 3.465986  0.071
C 0.809402 -0.098117 -0.605891  -0.310
C -3.860719 0.560907 -4.119630  -0.556
H 2.277827 1.020969 5.318422  0.108
N -3.010694 -2.744272 -2.679359  -0.368
H -1.662504 -2.627330 -4.282824  0.093
O 3.023508 -2.092370 2.372645  0.068
O -4.327409 0.133939 -5.363890  0.073
H 0.052450 1.712440 -1.649818  0.154
O -2.608206 -1.285027 5.765444  0.030
O -1.962343 -5.113164 0.044535  0.031
C 2.212809 -1.964407 -3.686555  -0.310
H -1.458820 -1.993378 0.971678  0.085
C -1.978001 -1.982128 1.930019  0.065
H 2.135250 -3.309051 -5.497348  0.147
O 1.194029 2.957352 3.170413  0.038
H -2.509275 0.231369 3.996590  0.069
C -0.357015 0.927490 1.000074  -0.527
O -0.007734 -4.036910 -0.482342  0.108
F -3.749669 2.123086 1.749206  0.077
O -5.724936 5.615902 1.066329  0.143
H 0.852804 0.323042 4.305291  0.086
C 2.929885 -3.963183 -2.853491  -0.496
C -5.130587 4.581880 0.782515  -0.553
C 3.103172 -2.835109 1.158535  -0.025
H -1.263105 4.747970 3.964750  0.108
N 1.150967 2.447919 4.279350  -0.409
C -3.590416 3.178425 -0.292286  0.007
H -2.367961 -0.995167 2.178911  0.089
H -3.174670 -6.367104 0.911938  0.141
H -0.773060 0.180808 -1.974119  0.129
H -5.411255 1.781612 -5.816526  0.142
O 1.396081 5.270843 0.617322  0.094
C 4.179219 -1.923367 2.938830  -0.539
H -3.852386 2.930448 -1.320867  0.130
H 7.468932 0.868810 -3.069984  0.139
C -6.063483 0.786648 -4.124841  -0.276
C -2.026518 4.473422 3.236800  0.040
H -1.537370 3.876921 2.466715  0.070
C 6.621737 0.366181 -3.536588  -0.065
C 4.568576 -3.130132 1.095405  -0.376
O -1.034951 1.024359 -0.141757  0.060
N -0.876070 -2.438226 2.808388  -0.429
C -0.223096 0.747999 -1.223166  -0.078
H 2.861087 1.932169 0.987016  0.074
H 3.573681 -2.317044 -5.428869  0.142
C -5.527881 0.726956 -5.567146  -0.107
O 7.070877 -0.785486 -4.154672  0.059
O 0.810222 2.980728 5.331700  0.042
F 5.027464 -2.592709 0.006645  0.114
H 6.076695 1.058783 -4.177943  0.140
O -1.153129 -2.945390 3.844214  0.093
O -0.143102 3.948362 0.167579  0.051
F -6.581546 -0.396250 -3.803921  0.095
H -6.828474 1.500939 -3.820409  0.175
O -3.410302 6.288588 3.296498  0.059
O 4.779651 1.436812 2.519891  0.048
H -1.510510 1.410028 4.959846  0.089
H -0.190188 6.917575 -0.634752  0.102
H 0.804867 5.980503 -1.798440  0.099
F 4.756419 0.415887 -2.019494  0.085
O 5.105589 -2.490921 2.187308  0.182
O -4.045760 -2.777951 -3.377009  0.053
H 6.459349 -0.335035 -1.524868  0.176
O -0.150433 -5.419863 1.374880  0.126
O 3.483850 -3.756446 -4.090578  0.046
C -1.632122 -3.060128 -3.282887  0.055
O 5.905085 2.963956 1.438167  0.038
H -3.072535 -4.882637 1.797858  0.118
H -2.511399 3.070239 -0.182208  0.110
H -0.831846 -2.553050 -2.743874  0.061
F 1.966821 0.089628 -1.174448  0.116
H -2.774473 -2.725898 1.953204  0.093
C 1.688022 1.016719 4.401784  0.073
C -0.018730 5.940100 -1.085594  0.068

Forces on atoms 1 to 2 (eV/Å):
O 2.2 -1.3 -3.5
H 0.3 0.4 0.6

The value obtained for the LUMO energy is -0.48 eV. Its charge is 0. For the HOMO energy, the calculation gives -10.59 eV.



No. 3
This record from OMol25 describes a gas-phase ion, C6H8N (charge +1). The level of theory is the ωB97M-V functional and the def2-TZVPD basis.

Each line ends with the Löwdin charge.
Positions of all 15 atoms, in Å:
H 0.572449 -0.371382 -2.165421  0.117
N -2.234891 -0.885637 0.332491  0.069
C 2.030981 0.257221 -0.752169  0.077
H -2.200845 -1.684257 -0.250122  0.077
C 0.779349 0.001832 -1.204653  -0.011
C -0.135173 0.268664 -0.103755  0.039
C 0.769098 0.330663 1.142384  0.004
H -2.102090 0.437967 -1.277415  0.147
H 2.808716 0.326685 -1.444311  0.119
H -2.010805 1.131342 0.487724  0.120
C -1.724032 0.369383 -0.229829  -0.153
C 2.047201 0.348400 0.749377  0.025
H 0.282605 0.302844 2.182230  0.157
H -1.769796 -1.202256 1.229141  0.123
H 2.887228 0.368534 1.304328  0.090

Forces on atoms 1 to 2 (eV/Å):
H -0.6 0.3 -1.1
N 1.6 -0.1 2.1

The calculation puts the energy above the lowest of the compared OMol25 structures with the same formula, charge and spin at 455.4 kJ/mol. The value obtained for the LUMO energy (spin up / spin down) is -7.43 / -7.39 eV. Its charge is +1. For the HOMO energy (spin up / spin down), the calculation gives -14.36 / -14.19 eV.